No. 1
{"formula": "C6H8NOPS", "method": "the ωB97M-V functional and the def2-TZVPD basis", "homo_ev": [-6.66, -9.29], "gap_ha": [0.273, 0.268], "multiplicity": 3, "symbols": ["C", "C", "C", "C", "C", "C", "N", "O", "P", "S", "H", "H", "H", "H", "H", "H", "H", "H"], "coordinates": [[0.37, 1.64, 2.43], [-0.48, 0.56, 2.56], [1.03, 1.96, 1.30], [-0.66, -0.28, 1.50], [0.83, 1.17, 0.18], [-0.02, 0.10, 0.34], [0.63, -0.61, -3.21], [0.70, -2.41, -1.48], [-0.20, -1.22, -2.03], [-2.24, -1.61, -2.41], [0.48, 2.36, 3.26], [-1.07, 0.45, 3.43], [1.43, 2.94, 1.14], [-1.27, -1.17, 1.70], [1.39, 1.36, -0.77], [0.28, 0.23, -3.58], [1.36, -2.63, -2.17], [-2.55, -2.86, -2.20]], "lowdin_spin": [-0.0183, 0.0343, 0.0302, 0.0924, 0.0811, 0.6984, 0.3145, 0.0535, 0.4164, 0.2203, -0.0007, 0.0064, 0.0059, 0.0109, 0.0100, 0.0092, 0.0096, 0.0260]}



No. 2
{"formula": "C3H2MnO3", "method": "the ωB97M-V functional and the def2-TZVPD basis", "homo_ev": [-13.38, -14.57], "gap_ha": [0.308, 0.312], "total_charge": 1, "multiplicity": 7, "symbols": ["O", "C", "O", "C", "C", "O", "H", "Mn", "H"], "coordinates": [[3.69, -0.21, -0.11], [2.59, 0.01, -0.09], [-0.85, -1.06, 0.42], [-2.02, -0.76, 0.04], [-2.30, 0.60, -0.34], [-1.28, 1.40, -0.42], [-3.17, 0.77, -1.00], [0.34, 0.42, -0.13], [-2.99, -0.53, 0.77]], "lowdin_spin": [0.0173, 0.0452, 0.2927, 0.4187, 0.2470, 0.2241, 0.0094, 4.7354, 0.0103]}



No. 3
{"formula": "C46H93N2O13", "method": "the ωB97M-V functional and the def2-TZVPD basis", "homo_ev": -10.07, "gap_ha": 0.188, "total_charge": 1, "multiplicity": 1, "symbols": ["C", "C", "C", "C", "C", "C", "C", "C", "C", "C", "C", "C", "C", "C", "C", "C", "C", "C", "C", "C", "O", "C", "N", "N", "C", "H", "H", "H", "H", "H", "H", "H", "H", "H", "H", "H", "H", "H", "H", "H", "H", "H", "H", "H", "H", "H", "H", "H", "H", "H", "H", "H", "H", "H", "H", "H", "H", "H", "H", "H", "H", "H", "C", "O", "C", "C", "O", "C", "C", "O", "C", "H", "H", "H", "H", "H", "H", "H", "H", "H", "H", "H", "H", "H", "H", "C", "O", "C", "C", "O", "C", "C", "O", "C", "H", "H", "H", "H", "H", "H", "H", "H", "H", "H", "H", "H", "H", "H", "C", "O", "C", "C", "O", "C", "C", "O", "C", "H", "H", "H", "H", "H", "H", "H", "H", "H", "H", "H", "H", "H", "H", "C", "O", "C", "C", "O", "C", "C", "O", "C", "H", "H", "H", "H", "H", "H", "H", "H", "H", "H", "H", "H", "H", "H"], "coordinates": [[0.19, 2.69, -5.57], [-1.18, 1.79, -5.56], [-0.80, 0.34, -4.88], [-0.11, -0.74, -5.92], [0.19, -2.09, -5.04], [1.69, -2.73, -5.23], [2.92, -1.64, -5.27], [3.02, -0.65, -3.97], [3.63, -1.58, -2.73], [4.02, -0.49, -1.53], [5.37, -1.06, -0.75], [5.47, -0.54, 0.83], [4.28, -1.33, 1.70], [3.56, -0.26, 2.72], [2.20, -0.81, 3.46], [1.55, -2.15, 2.78], [0.31, -1.94, 1.73], [-0.33, -3.26, 1.00], [0.35, -4.72, 1.38], [1.61, -4.74, 2.49], [2.18, -6.10, 2.74], [3.23, -6.24, 1.69], [4.19, -6.25, 0.78], [2.18, -3.49, 3.15], [3.32, -3.69, 4.12], [1.00, 2.26, -4.83], [0.60, 2.75, -6.66], [-0.10, 3.78, -5.22], [-1.97, 2.33, -4.85], [-1.63, 1.57, -6.62], [-1.82, -0.16, -4.52], [-0.14, 0.47, -3.90], [0.80, -0.32, -6.52], [-0.95, -1.00, -6.72], [-0.11, -1.91, -3.91], [-0.57, -2.92, -5.44], [1.89, -3.41, -4.27], [1.76, -3.48, -6.14], [3.92, -2.26, -5.31], [2.90, -0.94, -6.24], [2.01, -0.12, -3.69], [3.85, 0.18, -4.17], [2.86, -2.38, -2.34], [4.61, -2.13, -3.07], [4.13, 0.60, -1.94], [3.07, -0.49, -0.81], [5.44, -2.24, -0.78], [6.30, -0.67, -1.39], [6.50, -0.93, 1.23], [5.33, 0.62, 0.87], [4.82, -2.23, 2.26], [3.57, -1.80, 0.89], [4.35, -0.06, 3.59], [3.34, 0.77, 2.21], [1.38, 0.05, 3.40], [2.33, -1.04, 4.61], [-0.15, -0.87, 1.45], [-1.19, -3.14, 0.21], [-0.02, -5.71, 0.88], [4.04, -2.77, 4.23], [2.85, -3.87, 5.20], [4.00, -4.63, 3.88], [-0.20, -7.99, 3.04], [-1.62, -7.85, 3.01], [-2.30, -9.00, 2.53], [-3.36, -9.51, 3.52], [-2.90, -9.95, 4.81], [-2.29, -8.98, 5.66], [-3.16, -7.81, 6.13], [-3.59, -6.98, 5.05], [-4.99, -6.79, 4.99], [0.23, -7.50, 2.16], [0.18, -7.48, 3.94], [0.13, -9.03, 3.08], [-1.62, -9.81, 2.26], [-2.82, -8.69, 1.61], [-3.82, -10.39, 3.06], [-4.17, -8.80, 3.64], [-1.35, -8.64, 5.23], [-2.00, -9.54, 6.56], [-2.55, -7.17, 6.79], [-4.00, -8.18, 6.73], [-5.55, -7.59, 5.48], [-5.28, -6.78, 3.93], [-5.25, -5.82, 5.42], [-1.09, 5.43, 2.37], [-2.26, 4.68, 2.03], [-2.15, 3.92, 0.85], [-2.45, 2.43, 1.06], [-1.60, 1.71, 1.95], [-1.58, 2.10, 3.33], [-2.90, 1.96, 4.12], [-3.93, 2.79, 3.60], [-5.13, 2.10, 3.28], [-1.23, 6.47, 2.06], [-0.96, 5.40, 3.45], [-0.18, 5.02, 1.91], [-1.17, 4.04, 0.37], [-2.89, 4.32, 0.15], [-2.34, 1.94, 0.09], [-3.49, 2.28, 1.33], [-1.17, 3.10, 3.43], [-0.85, 1.44, 3.81], [-2.71, 2.29, 5.14], [-3.20, 0.91, 4.16], [-4.97, 1.04, 3.08], [-5.55, 2.55, 2.38], [-5.85, 2.23, 4.09], [9.49, 3.57, -3.38], [9.25, 2.94, -4.64], [8.93, 1.57, -4.55], [7.60, 1.22, -5.23], [6.41, 1.82, -4.71], [6.30, 3.25, -4.80], [6.28, 3.87, -6.20], [7.49, 3.65, -6.92], [7.30, 3.05, -8.20], [10.57, 3.66, -3.22], [9.07, 4.58, -3.42], [9.02, 3.04, -2.55], [8.93, 1.21, -3.52], [9.73, 1.03, -5.07], [7.45, 0.14, -5.11], [7.66, 1.37, -6.31], [7.06, 3.72, -4.17], [5.35, 3.49, -4.32], [6.18, 4.96, -6.09], [5.40, 3.52, -6.75], [6.37, 2.49, -8.27], [8.13, 2.35, -8.36], [7.35, 3.82, -8.97], [-9.31, 5.65, -0.40], [-8.20, 6.10, 0.38], [-8.18, 7.49, 0.61], [-8.10, 7.84, 2.11], [-9.17, 7.41, 2.95], [-9.39, 6.00, 3.09], [-8.27, 5.18, 3.73], [-7.06, 5.19, 2.96], [-5.92, 5.61, 3.69], [-9.00, 5.51, -1.43], [-9.64, 4.68, 0.00], [-10.16, 6.33, -0.35], [-9.04, 8.00, 0.16], [-7.28, 7.88, 0.12], [-8.09, 8.93, 2.18], [-7.15, 7.52, 2.53], [-9.70, 5.58, 2.14], [-10.27, 5.91, 3.74], [-8.59, 4.13, 3.78], [-8.10, 5.51, 4.76], [-6.16, 6.22, 4.56], [-5.29, 6.21, 3.02], [-5.34, 4.73, 3.99]], "mulliken_charge": [-0.7378, -0.4473, -0.5689, -0.3767, -0.5565, -0.6072, -0.7371, 0.5370, -0.6467, -0.1427, -0.7557, -0.6214, -0.0415, -0.7648, -0.1890, 0.3620, -0.4850, -0.5240, -0.2230, 0.1815, -0.2625, 0.4824, -0.4135, 0.6806, -0.8897, 0.1214, 0.2214, 0.3068, 0.2532, 0.2803, 0.2724, 0.1640, 0.2091, 0.3786, 0.1898, 0.3587, 0.1880, 0.3394, 0.3977, 0.2553, -0.1194, -0.0867, 0.1191, 0.2777, 0.3504, 0.0206, 0.3028, 0.2538, 0.3130, 0.3231, 0.1468, 0.1292, 0.2132, 0.4155, -0.2961, 0.4145, 0.3838, 0.3853, 0.3221, 0.3560, 0.3100, 0.3055, -0.6176, -0.2525, -0.5176, -0.3026, -0.4728, -0.1295, -0.4763, -0.2656, -0.8491, 0.0968, 0.1859, 0.4110, 0.3720, 0.3441, 0.4509, 0.0430, -0.0962, 0.4389, 0.3631, 0.3557, 0.4059, 0.2431, 0.2553, -0.8947, -0.2406, -0.5442, -0.3358, -0.3163, -0.0794, -0.6705, -0.2004, -0.8769, 0.2537, 0.2527, 0.4068, 0.3878, 0.3730, 0.4533, 0.0618, -0.0120, 0.2819, 0.3711, 0.3905, 0.4866, 0.2216, 0.2406, -0.8028, -0.3040, -0.5434, -0.2887, -0.3406, -0.2650, -0.5840, -0.2933, -0.8099, 0.2627, 0.2532, 0.3651, 0.3373, 0.3816, 0.4499, 0.0509, 0.0513, 0.4418, 0.3753, 0.3550, 0.3736, 0.2505, 0.2586, -0.8624, -0.2319, -0.4877, -0.1776, -0.4755, -0.3481, -0.5167, -0.2199, -0.7212, 0.2502, 0.2394, 0.4122, 0.3669, 0.3541, 0.4439, -0.0311, 0.0636, 0.4426, 0.3235, 0.3961, 0.4232, 0.1962, 0.1596]}



For each record above, in turn, the calculated DFT total energy values are -1102.8167; -1491.8656; -2894.9562 Eh.